# 1
This record from the Open Molecules 2025 dataset describes C19H23InN5O12PS as an isolated structure at a distorted geometry. The level of theory is ωB97M-V/def2-TZVPD.

Cartesian coordinates (Å):
O  -3.463  0.779  -0.407
C  -1.029  2.840  1.476
H  -1.073  -3.947  -1.754
H  -2.265  4.509  1.007
H  -0.599  -2.913  4.477
P  -0.481  -1.037  -2.831
H  2.338  -1.969  -4.211
O  -1.663  -2.129  -2.557
N  0.714  2.126  -0.058
C  3.593  1.305  -2.158
N  -1.311  -1.031  1.828
C  -2.166  0.976  -3.569
C  3.967  -1.042  -2.041
H  1.641  -0.344  -4.257
O  0.275  -1.921  -4.038
C  2.818  -1.142  -1.278
C  -0.073  3.168  0.344
C  2.448  1.115  -1.402
O  -0.085  4.320  -0.064
C  4.367  0.204  -2.481
C  -2.576  -0.752  1.172
H  -3.793  4.083  2.960
C  -2.640  2.383  3.614
H  2.467  -2.097  -0.918
H  5.270  0.313  -3.070
In  0.401  -0.028  0.787
H  -2.299  1.099  -2.499
O  1.571  -1.886  1.253
O  1.825  3.347  -1.708
H  -3.257  2.163  4.475
S  2.689  -1.114  1.960
H  0.626  -0.393  3.634
H  0.507  -2.754  3.102
H  -1.312  0.718  3.928
O  -1.295  0.253  -0.601
H  -0.929  -2.569  -0.641
C  -2.460  0.181  -0.019
C  1.612  2.331  -1.063
O  2.976  -1.684  3.266
H  -3.139  0.769  -4.018
C  -2.932  3.450  2.774
H  -2.530  -3.209  -1.059
C  -1.533  -3.006  -1.441
C  -2.107  3.691  1.695
N  2.049  -0.090  -0.991
H  -3.299  -0.317  1.866
O  -1.286  -0.101  -3.905
H  1.443  -1.424  -5.646
H  3.844  2.310  -2.462
H  -3.039  -1.669  0.790
C  -1.440  -1.938  2.819
O  3.877  -1.049  1.115
O  2.073  0.280  2.109
C  -0.243  -2.236  3.706
H  -1.763  1.898  -3.991
C  1.482  -1.387  -4.555
O  -2.508  -2.538  3.054
H  1.182  -1.308  4.789
N  0.306  -1.031  4.358
C  -1.560  1.576  3.316
N  -0.770  1.794  2.257
H  4.558  -1.925  -2.241

- Molecular weight: 691.28 g mol⁻¹
- Orbital gap: 7.810 eV
- ΔE to the lowest compared entry with this formula, charge and spin: 2.5 kJ/mol
- Net charge: -2
- Electronic energy: -2844.46485 Eh

Here are the natural (NBO) charges for atoms 1 to 8, given in e: number 1, O, carries -0.698; number 2, C, carries 0.142; number 3, H, carries 0.164; number 4, H, carries 0.237; number 5, H, carries 0.184; number 6, P, carries 1.669; number 7, H, carries 0.168; number 8, O, carries -0.830

---

# 2
This record from the Open Molecules 2025 dataset describes C39H43CdN7O3S2Se as an isolated structure. The level of theory is ωB97M-V/def2-TZVPD.

Cartesian coordinates (Å):
C  -4.499  2.538  -0.968
N  6.200  -0.383  4.232
N  1.835  -0.165  -2.531
H  3.894  -2.215  -3.057
H  4.005  4.730  -2.334
H  2.193  4.410  3.470
C  5.064  -0.172  4.211
C  -2.653  -4.130  0.504
H  -5.023  -2.679  -1.462
H  -4.077  1.812  -0.271
C  1.044  -2.406  -3.087
O  1.683  -0.747  -4.706
N  3.060  2.105  5.797
C  -0.498  5.761  1.715
C  1.531  -1.040  -3.529
C  1.520  -0.314  -1.158
H  -2.005  1.107  -1.057
H  2.514  4.068  -4.174
C  1.604  4.524  2.557
C  0.778  -2.541  -1.573
H  -1.889  3.388  -3.089
H  0.166  6.331  1.057
S  3.218  -1.732  2.307
H  3.365  -3.193  -1.680
H  0.332  2.976  -3.710
C  -1.938  -4.727  3.436
H  2.166  5.181  1.882
Se  -1.558  1.833  1.561
C  0.584  -5.307  4.404
C  0.973  3.300  -2.899
C  -2.526  -1.740  0.645
C  0.427  -4.343  3.424
C  0.268  5.188  2.910
H  -2.643  -6.209  4.802
C  3.672  0.142  4.233
C  -3.705  -4.015  -0.389
H  -1.295  6.428  2.053
H  -1.098  -0.742  -3.933
C  1.492  3.123  1.960
H  -4.149  -4.915  -0.802
H  -1.605  -1.692  -2.517
C  -3.405  3.428  -1.554
C  -0.837  -4.032  2.884
C  -1.769  -5.697  4.411
H  -3.041  2.053  -3.179
H  -2.078  -0.846  1.065
H  0.920  2.477  2.620
H  2.208  0.738  -2.780
H  -0.380  -6.775  5.662
N  -0.965  -3.031  1.940
H  2.481  2.674  1.857
H  -0.945  1.123  -2.469
N  -0.480  2.491  -0.997
S  1.060  -0.098  3.533
H  1.299  -3.809  3.063
C  -2.458  2.672  -2.490
H  -0.967  4.971  1.125
O  0.442  -3.637  -1.157
H  3.369  4.315  0.031
H  -2.936  -4.479  3.102
C  -1.478  1.755  -1.756
H  1.578  -5.511  4.787
C  -0.250  -2.741  -3.845
H  1.747  -4.411  -3.154
C  3.474  -3.182  -2.767
O  1.766  0.633  -0.429
H  0.471  6.000  3.615
C  2.730  -0.526  3.436
C  -4.195  -2.767  -0.768
H  -5.228  3.136  -0.416
C  -3.587  -1.634  -0.240
C  3.305  1.220  5.094
H  -5.032  1.999  -1.760
H  -2.286  -2.040  -4.106
H  -2.822  3.867  -0.738
H  -0.361  4.459  3.427
H  4.195  -3.955  -3.041
C  2.203  3.903  -3.150
H  2.254  -3.425  -4.538
C  -1.374  -1.742  -3.582
H  -2.271  -5.109  0.763
C  3.047  4.276  -2.106
C  1.469  3.468  -0.531
H  -3.951  -0.650  -0.524
C  2.131  -3.436  -3.453
N  0.850  3.083  0.648
C  0.625  3.097  -1.575
C  2.695  4.060  -0.777
C  -2.035  -2.992  1.062
H  -0.562  -3.735  -3.517
H  -3.862  4.253  -2.109
C  -0.507  -6.011  4.904
Cd  0.718  -1.652  1.526
N  0.958  -1.471  -0.744
C  -0.339  2.476  0.368
H  -0.019  -2.776  -4.911

- Molecular weight: 913.32 g mol⁻¹
- Orbital gap: 5.982 eV
- Net charge: -2
- Electronic energy: -5486.78231 Eh

Here are the Mulliken charges for atoms 1 to 8, given in e: number 1, C, carries -1.066; number 2, N, carries -0.637; number 3, N, carries 0.553; number 4, H, carries 0.247; number 5, H, carries 0.398; number 6, H, carries 0.522; number 7, C, carries 0.009; number 8, C, carries 0.026

---

# 3
This record from the Open Molecules 2025 dataset describes C37H42BN3O2PSiZr as an isolated structure. The level of theory is ωB97M-V/def2-TZVPD.

Cartesian coordinates (Å):
B  1.616  0.055  -0.398
C  3.673  4.057  -0.739
C  1.866  -4.455  0.140
N  -1.239  -2.025  -0.054
H  -7.362  -2.572  1.783
H  1.233  6.264  -2.069
H  0.952  -6.341  -2.814
Zr  0.671  -2.147  -0.311
C  0.978  6.432  -1.021
H  4.919  2.363  -1.266
H  -2.708  0.323  -4.327
H  4.195  6.663  0.213
H  -0.423  -5.259  -2.584
C  2.137  6.012  -0.106
C  0.214  0.513  3.413
C  -6.376  -2.223  1.507
H  3.081  7.938  -0.272
C  -2.486  -0.124  -2.244
C  -2.254  2.615  -1.876
N  1.844  -3.750  -1.026
C  1.204  -4.273  2.402
H  -0.162  -2.103  -2.588
H  0.430  3.909  0.286
C  -2.441  2.099  -3.150
H  -2.154  3.683  -1.734
H  1.449  -1.442  -3.029
H  2.581  -7.292  1.801
H  -3.143  -2.483  2.473
H  -2.010  2.178  0.204
H  3.841  -4.917  -3.411
C  -4.957  -0.925  0.064
C  -0.307  -0.227  2.364
C  -0.541  1.535  3.968
H  0.851  5.689  1.634
C  -3.847  -1.325  0.799
C  1.652  -5.551  2.647
C  3.344  6.891  -0.431
C  2.225  -6.289  1.608
C  -4.007  -2.175  1.895
C  0.569  -3.432  3.464
H  2.760  -6.306  -0.479
H  -5.390  -3.281  3.096
C  -2.339  1.052  2.443
H  0.464  -2.351  -4.159
C  2.331  -5.756  0.346
H  0.385  -4.019  4.360
H  2.551  5.962  2.029
P  -2.172  -0.816  0.381
O  2.894  0.447  -0.776
H  -4.843  -0.257  -0.780
C  3.276  -4.009  -3.632
C  -2.184  1.767  -0.781
N  1.337  -3.727  1.175
H  0.251  -1.080  1.984
H  1.529  7.314  1.518
C  -1.571  0.050  1.855
C  -5.268  -2.623  2.246
O  0.860  1.184  -0.063
Si  1.663  -3.966  -2.719
C  0.788  -2.312  -3.116
H  -2.418  2.576  3.945
C  1.687  2.269  -0.247
H  -2.493  2.766  -4.001
H  -7.084  -1.062  -0.151
C  2.428  4.524  -0.310
H  -0.138  2.122  4.782
C  -2.299  0.392  -0.960
H  3.655  6.782  -1.471
C  -2.559  0.728  -3.335
C  2.926  1.822  -0.678
H  1.214  -2.593  3.733
H  3.892  -3.154  -3.346
H  -3.341  1.254  2.083
H  3.120  -3.969  -4.712
H  0.306  -5.439  -4.182
H  0.066  5.874  -0.800
H  1.553  -5.972  3.637
C  3.948  2.702  -0.933
H  -0.379  -3.027  3.107
C  1.409  3.599  -0.055
H  1.200  0.292  3.800
H  4.466  4.763  -0.935
C  1.742  6.255  1.358
H  -2.577  -1.195  -2.384
C  -1.821  1.795  3.493
H  0.761  7.493  -0.886
C  -6.221  -1.377  0.421
C  0.525  -5.382  -3.114

- Molecular weight: 721.86 g mol⁻¹
- Orbital gap: 7.524 eV
- ΔE to the lowest compared entry with this formula, charge and spin: 0.0 kJ/mol
- Net charge: +1
- Electronic energy: -2452.64893 Eh

Here are the Mulliken charges for atoms 1 to 8, given in e: number 1, B, carries 0.857; number 2, C, carries -0.100; number 3, C, carries 0.532; number 4, N, carries -0.484; number 5, H, carries 0.387; number 6, H, carries 0.373; number 7, H, carries 0.333; number 8, Zr, carries 0.296

---

Among the records above, which one has the lowest electronic energy?
C39H43CdN7O3S2Se